# C31H43Br2MnNP2

A structure of composition C31H43Br2MnNP2 (ωB97M-V with the def2-TZVPD basis set, OMol25).

Atoms and positions in Å:
Mn (0.37, -0.05, 0.27)
C (2.80, -1.60, 4.48)
C (1.65, -1.64, 3.47)
C (1.48, -3.05, 2.91)
P (1.57, -0.33, 2.18)
C (2.50, 1.09, 2.87)
C (2.86, 2.15, 1.83)
C (1.66, 1.69, 4.00)
C (2.60, -0.96, 0.64)
C (3.77, -1.57, 1.08)
C (4.57, -2.38, 0.29)
C (4.19, -2.63, -1.01)
C (3.07, -2.00, -1.53)
C (2.30, -1.15, -0.76)
N (1.21, -0.39, -1.46)
C (0.49, -1.09, -2.52)
C (0.98, -1.05, -3.81)
C (0.32, -1.75, -4.81)
C (-0.81, -2.49, -4.49)
C (-1.30, -2.51, -3.20)
C (-0.67, -1.78, -2.19)
P (-1.30, -1.65, -0.48)
C (-1.53, -3.39, 0.05)
C (-0.27, -4.21, -0.18)
C (-2.08, -3.45, 1.48)
C (-3.00, -0.91, -0.60)
C (-3.01, 0.30, -1.53)
C (-4.11, -1.88, -1.00)
H (2.55, -2.28, 5.30)
H (2.97, -0.62, 4.93)
H (3.73, -1.96, 4.05)
H (0.73, -1.39, 4.02)
H (2.41, -3.41, 2.48)
H (0.72, -3.08, 2.13)
H (1.19, -3.73, 3.70)
H (3.42, 0.69, 3.29)
H (3.53, 1.75, 1.07)
H (3.38, 2.97, 2.33)
H (1.98, 2.56, 1.34)
H (0.77, 2.19, 3.60)
H (2.25, 2.44, 4.53)
H (1.33, 0.96, 4.74)
H (4.07, -1.42, 2.11)
H (5.46, -2.82, 0.70)
H (4.78, -3.29, -1.64)
H (2.82, -2.13, -2.57)
H (1.87, -0.47, -4.04)
H (0.69, -1.73, -5.82)
H (-1.32, -3.05, -5.27)
H (-2.19, -3.08, -2.98)
H (-2.30, -3.77, -0.62)
H (0.62, -3.78, 0.30)
H (-0.05, -4.32, -1.24)
H (-0.41, -5.22, 0.23)
H (-1.39, -3.03, 2.21)
H (-2.27, -4.49, 1.75)
H (-3.02, -2.91, 1.58)
H (-3.19, -0.57, 0.43)
H (-2.84, 0.00, -2.57)
H (-2.28, 1.06, -1.27)
H (-4.00, 0.77, -1.49)
H (-3.96, -2.27, -2.00)
H (-5.06, -1.34, -1.00)
H (-4.22, -2.72, -0.31)
Br (-1.01, 2.27, 0.95)
C (-2.30, 1.97, 2.39)
Br (-2.06, 0.35, 3.36)
H (-3.27, 1.97, 1.91)
H (-2.17, 2.81, 3.06)
C (1.98, 3.71, -2.15)
C (0.72, 3.17, -2.40)
C (0.49, 1.82, -2.19)
C (1.53, 1.02, -1.73)
C (2.79, 1.53, -1.49)
C (3.01, 2.89, -1.71)
H (2.16, 4.76, -2.32)
H (-0.07, 3.81, -2.76)
H (-0.48, 1.39, -2.43)
H (3.60, 0.89, -1.16)
H (4.00, 3.30, -1.54)

## Properties
F_max, eV/Å: 1.20
LUMO (spin up / spin down), eV: -6.67 / -5.86
Expectation value of S²: 3.815
Gap between HOMO and LUMO (spin up / spin down), eV: 7.574 / 8.273
2S+1: 4
Total charge: +2
Relative energy (zero: lowest compared OMol25 entry of this formula, charge and spin), eV: 0.0736
HOMO level (spin up / spin down), eV: -14.24 / -14.14

Results of the Löwdin charge analysis, in e, for atoms 1 through 8: 0.33, -0.09, -0.52, -0.10, 1.01, -0.54, -0.10, -0.10